{"formula": "C19H40N2O2Si2", "method": "ωB97M-V with the def2-TZVPD basis set", "spin_multiplicity": 1, "homo_lumo_gap_ev": 1.69, "max_force_ev_per_a": 4.573, "lumo_energy_ha": -0.1123, "homo_energy_ev": -4.744, "energy_ev": -43175.4581, "species": ["C", "C", "C", "C", "O", "C", "C", "C", "C", "C", "C", "O", "C", "C", "C", "N", "H", "H", "H", "H", "H", "H", "H", "H", "H", "H", "H", "H", "H", "H", "H", "H", "H", "H", "H", "H", "H", "H", "C", "Si", "C", "C", "N", "Si", "C", "C", "C", "H", "H", "H", "H", "H", "H", "H", "H", "H", "H", "H", "H", "H", "H", "H", "H", "H", "H"], "xyz": [[7.87649, -3.85384, -0.98856], [6.87773, -3.14938, -2.06816], [7.26367, -1.58889, -2.30257], [6.37912, -0.95415, -3.51167], [5.88761, 0.38635, -3.21898], [4.60339, 0.36950, -2.63585], [3.57642, 1.45551, -3.11668], [2.14242, 1.51746, -2.46992], [1.77761, 0.45343, -1.39529], [0.35571, 0.32086, -0.65414], [-0.79441, 0.35802, -1.80324], [-1.33820, -0.99150, -1.99220], [-0.86322, -1.57792, -3.23596], [-0.71044, -3.17341, -2.92796], [2.86557, -0.56887, -1.00045], [4.19709, -0.56565, -1.61334], [7.46524, -4.88543, -0.72589], [7.83305, -3.22977, -0.01517], [8.93601, -3.97761, -1.39539], [6.97377, -3.73905, -3.05040], [5.80532, -3.29875, -1.70118], [6.90596, -1.04917, -1.33960], [8.38439, -1.43207, -2.43602], [5.56384, -1.67990, -3.87668], [7.11875, -0.83406, -4.39398], [3.83371, 2.22517, -3.93463], [1.35787, 2.29568, -2.74348], [0.31480, -0.73443, -0.18087], [0.21903, 1.06739, 0.19747], [-0.43293, 0.70584, -2.83088], [-1.61897, 1.07703, -1.47503], [0.17541, -1.22127, -3.55399], [-1.61720, -1.41462, -4.09745], [0.24760, -3.25817, -2.28843], [-0.63704, -3.78727, -3.88882], [-1.60860, -3.47304, -2.28557], [2.61203, -1.35036, -0.19291], [4.84423, -1.28612, -1.23468], [-7.35582, 0.99800, 4.63123], [-5.79968, 1.80061, 3.91636], [-4.78082, 2.40739, 5.37577], [-6.36951, 3.29320, 2.92392], [-4.96747, 0.63174, 2.95493], [-3.50080, 1.02107, 2.14002], [-2.11756, 1.50328, 3.32073], [-3.70976, 2.38715, 0.86390], [-2.90177, -0.50918, 1.20215], [-7.90481, 1.71922, 5.24544], [-8.01678, 0.65481, 3.83138], [-7.09492, 0.14219, 5.26114], [-5.41396, 2.96720, 6.07259], [-3.97809, 3.07627, 5.05857], [-4.34227, 1.56739, 5.92087], [-6.88143, 2.98106, 2.01024], [-5.53457, 3.94308, 2.65460], [-7.07042, 3.89361, 3.51409], [-2.27918, 2.49387, 3.75028], [-1.15818, 1.53341, 2.78842], [-2.02788, 0.77839, 4.13313], [-4.56890, 2.18748, 0.21792], [-2.81811, 2.45317, 0.22818], [-3.84528, 3.36296, 1.33408], [-3.64735, -0.82509, 0.46618], [-2.71511, -1.33662, 1.88991], [-1.97241, -0.28320, 0.67250]], "forces_ev_per_a": [[-1.1, 0.4, 0.0], [1.4, -0.5, -0.1], [-2.0, -0.4, 0.7], [2.4, -1.5, -0.8], [-3.3, -1.3, 1.4], [-2.3, 1.8, -0.3], [-1.8, -1.8, 2.6], [3.3, -3.0, 1.1], [3.2, -0.7, -0.2], [0.8, -0.8, -1.3], [-0.7, 0.0, 0.4], [1.5, 1.4, -1.2], [-0.2, -2.1, -0.2], [0.0, 1.4, 0.3], [-1.1, 2.9, -2.0], [-2.0, 1.8, -0.6], [0.6, 1.3, -0.4], [0.4, -1.0, -1.6], [-1.5, 0.4, 0.7], [-0.2, 1.0, 1.3], [1.3, 0.5, -0.5], [1.0, -0.6, -1.4], [-1.6, -0.2, 0.1], [0.9, 1.3, 0.8], [-1.5, 0.1, 1.3], [-0.1, -1.6, 1.6], [1.4, -1.1, 0.2], [0.0, 1.8, -0.8], [0.2, -0.7, -1.4], [-0.2, -0.2, 1.6], [0.9, -1.2, -0.3], [-1.4, -0.1, 0.5], [1.1, -0.1, 1.4], [-1.5, -0.2, -1.0], [-0.1, 0.8, 1.4], [1.3, 0.2, -1.1], [0.8, 1.3, -1.6], [-0.4, 0.9, -0.7], [0.0, 0.3, 0.2], [0.9, -2.2, -1.4], [-0.2, 0.4, 0.4], [-0.3, 0.4, 0.3], [0.9, 1.6, 0.0], [-2.8, -1.1, 1.5], [0.6, 0.2, -0.3], [0.5, 0.2, -0.4], [0.2, 0.2, -0.1], [-0.1, -0.1, 0.0], [0.1, 0.0, 0.0], [0.0, 0.0, -0.1], [0.0, 0.1, 0.1], [0.0, 0.0, 0.0], [0.0, 0.0, -0.1], [0.1, 0.0, 0.0], [0.0, 0.0, -0.1], [0.0, 0.1, -0.1], [0.0, 0.0, 0.0], [0.2, 0.0, 0.1], [-0.1, 0.0, 0.0], [0.0, 0.0, 0.1], [0.1, 0.1, -0.2], [0.0, 0.0, 0.0], [0.1, 0.0, 0.1], [0.0, 0.0, 0.0], [0.1, -0.1, -0.1]], "nbo_charge": [-0.622, -0.410, -0.438, -0.109, -0.469, 0.559, -0.259, -0.104, 0.004, -0.488, -0.072, -0.539, -0.072, -0.634, 0.043, -0.533, 0.226, 0.210, 0.224, 0.215, 0.188, 0.191, 0.244, 0.204, 0.227, 0.279, 0.269, 0.261, 0.277, 0.172, 0.236, 0.154, 0.186, 0.191, 0.215, 0.242, 0.268, 0.456, -1.115, 1.815, -1.137, -1.136, -1.712, 1.815, -1.135, -1.135, -1.107, 0.203, 0.224, 0.224, 0.210, 0.213, 0.228, 0.228, 0.212, 0.210, 0.225, 0.183, 0.233, 0.234, 0.178, 0.226, 0.231, 0.227, 0.166]}

{"formula": "C19H40N2O3", "method": "ωB97M-V with the def2-TZVPD basis set", "spin_multiplicity": 2, "homo_lumo_gap_ev": 5.74, "max_force_ev_per_a": 0.425, "s_squared": 0.754, "lumo_energy_ha": 0.0940, "charge": -1, "homo_energy_ev": -3.178, "energy_ev": -29472.9029, "species": ["C", "C", "C", "C", "C", "C", "O", "C", "C", "C", "C", "C", "N", "C", "C", "C", "C", "N", "O", "C", "C", "C", "C", "H", "H", "H", "H", "H", "H", "H", "H", "H", "H", "H", "H", "H", "H", "H", "H", "H", "H", "H", "H", "H", "H", "H", "H", "H", "H", "H", "H", "H", "H", "H", "H", "H", "H", "H", "H", "H", "H", "H", "O", "H"], "xyz": [[5.57233, 0.92508, 0.24442], [4.49195, 0.22262, -0.57554], [4.88214, -1.24202, -0.80170], [3.05735, 0.29849, 0.01089], [2.84110, 1.54826, 0.86573], [2.07766, 0.16106, -1.18020], [0.88927, -0.57973, -1.00206], [-0.38798, -0.06475, -0.50095], [-0.54462, 1.40582, -0.93162], [-1.93162, 2.06198, -0.87574], [-2.50435, 2.39923, 0.50187], [-1.61092, 3.29096, 1.36799], [-1.10599, 4.51162, 0.73374], [-1.41720, -0.97669, -1.21956], [-2.60576, -1.63031, -0.45125], [-2.79392, -3.03927, -1.00417], [-3.91163, -0.88746, -0.69894], [-2.32955, -1.65242, 1.03118], [-3.17052, -1.09703, 1.81817], [-0.91895, -1.61135, 1.50721], [-0.10768, -2.79493, 0.97171], [-0.91853, -1.66933, 3.02793], [-0.38458, -0.25923, 1.02620], [6.54079, 0.82268, -0.25250], [5.36945, 1.98953, 0.36894], [5.66916, 0.48020, 1.24073], [4.45808, 0.70965, -1.56126], [5.92282, -1.33520, -1.12526], [4.25822, -1.71920, -1.56092], [4.76301, -1.81347, 0.12371], [2.90554, -0.59395, 0.63292], [2.97462, 2.45619, 0.26579], [1.84057, 1.58294, 1.28744], [3.54635, 1.59248, 1.69774], [2.58968, -0.41423, -1.95733], [1.89240, 1.15415, -1.60859], [0.15738, 2.02230, -0.36267], [-0.22424, 1.45485, -1.97577], [-2.65176, 1.44510, -1.41492], [-1.84824, 2.98954, -1.45496], [-3.47439, 2.89327, 0.36395], [-2.72649, 1.48432, 1.05984], [-0.74534, 2.72298, 1.72501], [-2.16685, 3.57917, 2.26649], [-1.83535, 4.94531, 0.17795], [-0.35468, 4.28821, 0.09187], [-1.85498, -0.46365, -2.07924], [-0.82501, -1.77564, -1.66373], [-2.99023, -2.87174, -2.07969], [-1.90394, -3.66274, -0.89008], [-3.63769, -3.52510, -0.50604], [-3.90101, 0.12233, -0.29332], [-4.73060, -1.41962, -0.20743], [-4.09687, -0.90181, -1.78167], [-0.00134, -2.79629, -0.10729], [0.90022, -2.74151, 1.39494], [-0.56956, -3.73516, 1.28328], [-1.27178, -0.73634, 3.46722], [0.09712, -1.86778, 3.38180], [-1.57479, -2.46740, 3.37997], [0.63623, -0.13038, 1.39399], [-1.00496, 0.49857, 1.50685], [-3.56010, -1.68004, -3.58705], [-3.73944, -1.90310, -4.50601]], "forces_ev_per_a": [[0.0, -0.1, 0.1], [0.0, -0.1, -0.1], [0.0, 0.0, -0.1], [0.0, -0.1, 0.0], [0.0, 0.0, -0.2], [-0.1, 0.1, -0.1], [0.0, -0.1, 0.1], [0.0, 0.0, 0.0], [0.0, -0.1, 0.2], [0.0, -0.1, 0.0], [0.1, -0.1, 0.1], [0.0, -0.1, 0.1], [0.0, 0.0, 0.0], [0.0, 0.0, -0.1], [0.2, 0.3, 0.2], [0.1, 0.0, -0.1], [-0.3, -0.1, 0.0], [0.1, 0.1, 0.0], [0.0, -0.1, 0.0], [-0.1, -0.1, -0.4], [0.0, 0.0, 0.1], [0.0, 0.0, 0.2], [0.1, 0.1, 0.0], [0.0, 0.0, 0.0], [0.0, 0.0, 0.0], [0.0, 0.0, 0.0], [0.1, 0.1, 0.1], [-0.1, 0.0, 0.0], [0.0, 0.0, 0.1], [0.1, 0.0, 0.0], [0.0, 0.1, 0.1], [0.0, -0.1, 0.0], [-0.1, 0.0, 0.0], [-0.1, 0.0, 0.0], [0.0, 0.1, 0.0], [0.0, 0.0, 0.1], [0.1, 0.0, 0.1], [0.0, -0.1, 0.0], [0.0, 0.0, 0.0], [0.0, 0.0, 0.0], [0.1, 0.0, -0.1], [-0.1, 0.0, 0.0], [0.0, 0.1, 0.0], [0.0, 0.0, 0.0], [0.0, 0.0, 0.0], [-0.1, 0.0, 0.0], [0.0, -0.1, 0.0], [0.0, 0.0, 0.0], [-0.2, -0.2, 0.1], [0.0, 0.0, 0.1], [0.0, 0.0, -0.1], [0.0, 0.0, 0.0], [0.1, 0.1, 0.0], [0.1, 0.0, 0.0], [0.0, 0.0, 0.0], [-0.1, 0.0, 0.0], [0.0, 0.0, 0.0], [0.0, -0.1, 0.0], [0.0, 0.1, 0.0], [0.1, 0.0, 0.0], [0.0, 0.0, 0.0], [0.0, 0.0, 0.0], [0.1, 0.1, 0.0], [0.0, 0.0, 0.0]], "lowdin_spin": [0.000, 0.000, 0.000, 0.000, 0.000, 0.000, 0.000, 0.001, 0.001, 0.000, 0.002, 0.000, 0.000, 0.013, 0.024, 0.013, 0.000, 0.413, 0.476, 0.025, 0.004, -0.001, 0.019, 0.000, 0.000, 0.000, 0.000, 0.000, 0.000, 0.000, 0.000, 0.000, 0.000, 0.000, 0.000, 0.000, 0.000, 0.000, 0.000, 0.000, 0.000, 0.002, 0.000, 0.000, 0.000, 0.000, 0.001, 0.000, 0.001, 0.000, 0.000, 0.001, -0.001, 0.000, 0.000, 0.000, 0.001, 0.000, 0.000, 0.000, 0.002, 0.001, 0.001, 0.000]}

{"formula": "C19H40P2Re", "method": "ωB97M-V with the def2-TZVPD basis set", "spin_multiplicity": 4, "homo_lumo_gap_ev": [5.46, 4.06], "relative_energy_kj_mol": 268.5, "max_force_ev_per_a": 3.436, "s_squared": 3.987, "lumo_energy_ha": [-0.3226, -0.3588], "charge": 2, "homo_energy_ev": [-14.240, -13.824], "energy_ev": -41035.5196, "species": ["P", "P", "C", "C", "H", "H", "H", "H", "C", "H", "H", "H", "C", "H", "H", "H", "C", "H", "H", "H", "C", "H", "H", "H", "Re", "C", "C", "C", "C", "C", "C", "C", "C", "C", "H", "H", "H", "H", "H", "H", "H", "H", "H", "H", "H", "H", "H", "H", "H", "C", "C", "C", "C", "H", "H", "H", "H", "H", "H", "H", "H", "H"], "xyz": [[-0.18611, -1.94237, -2.45110], [0.13914, 1.76930, -2.43415], [-0.40775, -0.71414, -3.86440], [0.42140, 0.57216, -3.86301], [-1.48547, -0.48716, -3.90212], [-0.16062, -1.30519, -4.75796], [1.50057, 0.35182, -3.89990], [0.17122, 1.15413, -4.76389], [-1.35874, 2.62096, -3.06108], [-1.65500, 3.37226, -2.31751], [-2.19402, 1.92039, -3.19818], [-1.11759, 3.11609, -4.01507], [1.42882, 3.00356, -2.85403], [1.18401, 3.50043, -3.80388], [2.41684, 2.53044, -2.93042], [1.47070, 3.75771, -2.05932], [-1.30845, -3.24119, -3.07077], [-1.30563, -4.08001, -2.36411], [-0.95385, -3.57968, -4.05375], [-2.32912, -2.84343, -3.15153], [1.43092, -2.64702, -2.98041], [2.21386, -1.88029, -3.05441], [1.30291, -3.13707, -3.95693], [1.73947, -3.39272, -2.23523], [0.06436, -0.21367, 1.96256], [0.57021, 1.66811, 0.42039], [-0.79459, 1.23722, 0.46449], [-1.64264, 0.30828, -0.40672], [-1.75826, -1.17988, 0.01847], [-0.49495, -1.87068, 0.40630], [0.86552, -1.42095, 0.30374], [1.33732, -0.38619, -0.70173], [1.77612, 0.94829, -0.09145], [0.32924, -1.77271, 3.23102], [0.78648, 2.63714, 0.89877], [-1.42204, 2.00439, 0.94713], [-1.39667, 0.36579, -1.48844], [-2.66260, 0.73287, -0.37206], [-2.47295, -1.23891, 0.86911], [-2.28840, -1.76147, -0.77385], [-0.62821, -2.88022, 0.81398], [1.63192, -2.14243, 0.62387], [0.44522, -0.16706, -1.34953], [2.11783, -0.78369, -1.38118], [2.52784, 0.73229, 0.69441], [2.30470, 1.55967, -0.84484], [1.21929, -1.56889, 3.83895], [0.46543, -2.73797, 2.72797], [-0.53699, -1.84282, 3.89811], [-1.37405, 0.39227, 5.37797], [-0.12316, 1.13937, 4.91947], [1.15840, 0.58232, 5.53443], [-0.03499, 1.28774, 3.36851], [-1.27580, -0.69319, 5.26557], [-2.25306, 0.72505, 4.81429], [-1.56887, 0.60492, 6.43941], [-0.22363, 2.16932, 5.29391], [1.23199, -0.50480, 5.42261], [2.03750, 1.04539, 5.07261], [1.18939, 0.81527, 6.60836], [0.84909, 1.90895, 3.14904], [-0.91346, 1.88193, 3.06751]], "forces_ev_per_a": [[0.1, -0.3, -2.0], [0.1, 0.9, -3.3], [-0.3, -0.5, 0.2], [0.2, -0.2, 0.6], [0.3, 0.0, -0.1], [-0.2, 0.3, 0.0], [-0.3, 0.1, 0.1], [0.2, 0.0, 0.3], [-0.4, 0.0, 0.8], [-0.1, 0.0, -0.3], [0.3, 0.2, 0.0], [0.0, -0.2, 0.3], [0.4, 0.1, 0.8], [0.0, -0.3, 0.2], [-0.3, 0.1, 0.0], [0.1, 0.0, -0.2], [-0.1, 0.0, 0.0], [-0.1, 0.1, -0.2], [-0.3, 0.0, 0.2], [0.2, -0.2, 0.0], [0.0, -0.1, 0.2], [-0.2, -0.3, -0.1], [0.2, 0.1, 0.3], [0.1, 0.1, -0.3], [-0.1, 0.1, 2.9], [-1.1, -0.2, 0.2], [0.4, 1.0, -0.5], [-0.8, -0.1, -0.6], [-1.0, 0.3, -0.1], [1.7, -0.3, -0.3], [-0.6, -0.4, -0.3], [0.0, 0.5, -0.7], [0.5, -0.8, -0.5], [0.0, -1.0, -0.3], [-0.3, -0.6, 0.0], [0.3, -0.5, -0.2], [0.1, -0.1, 0.6], [0.4, -0.3, 0.1], [0.4, 0.0, -0.1], [0.4, 0.4, 0.5], [-0.1, 0.5, 0.0], [-0.4, 0.3, -0.1], [0.9, -0.2, 0.5], [-0.4, 0.1, 0.7], [-0.3, 0.4, -0.1], [-0.1, -0.2, 0.5], [0.1, 0.0, -0.2], [0.0, 0.0, 0.5], [-0.1, -0.1, -0.1], [-0.1, 0.1, 0.2], [0.0, -0.3, 0.3], [0.0, 0.1, 0.1], [0.4, 1.2, -0.2], [-0.1, 0.2, 0.1], [0.0, -0.1, 0.1], [0.1, -0.2, -0.3], [0.0, -0.1, -0.3], [0.0, 0.3, 0.2], [0.0, -0.1, 0.1], [0.0, -0.2, -0.3], [-0.1, 0.2, 0.2], [0.2, 0.1, 0.1]], "lowdin_spin": [0.085, 0.366, 0.017, 0.055, 0.000, 0.002, 0.000, 0.011, 0.048, 0.000, 0.000, 0.012, 0.055, 0.014, 0.000, 0.001, 0.022, 0.000, 0.004, 0.000, 0.005, 0.000, 0.002, 0.000, 1.824, 0.049, 0.053, 0.029, 0.057, 0.087, -0.005, 0.052, 0.035, 0.004, 0.000, 0.006, 0.010, 0.002, 0.010, 0.016, 0.002, 0.005, 0.019, 0.000, 0.006, 0.006, -0.003, 0.000, 0.012, 0.002, -0.018, 0.000, 0.014, 0.000, 0.000, 0.000, -0.005, 0.000, 0.000, -0.001, 0.011, 0.019]}